(1)
A molecular structure, C52H57GeMnN8O5PS2Te at a distorted geometry, computed with ωB97M-V/def2-TZVPD.

The geometry in XYZ format:
```
128
Properties=species:S:1:pos:R:3:forces:R:3
Mn 0.023900 0.036100 -0.078700 1.2 -0.1 1.7
N -4.188100 1.413300 -0.090400 0.1 -0.4 0.0
C -3.763300 2.706100 -0.206000 0.1 0.5 -0.1
C -2.400700 2.659000 -0.235100 -0.4 0.3 0.0
N -1.984600 1.371600 -0.137600 -0.2 -0.9 -0.2
C -3.078500 0.635000 -0.053400 0.3 0.7 -0.1
C -3.004800 -0.788900 0.034300 0.2 -0.8 0.2
N -1.855000 -1.398900 0.250600 -0.3 1.3 -0.4
C -2.106000 -2.727900 0.168500 -0.2 -0.3 -0.2
C -3.433000 -2.926400 -0.088200 0.3 -0.4 0.1
N -3.999200 -1.687300 -0.154800 -0.1 0.5 0.0
H -5.146500 1.114300 -0.022300 0.1 0.0 0.0
H -4.444000 3.528700 -0.273400 -0.2 0.1 0.0
H -1.702600 3.468200 -0.319100 0.0 0.1 0.0
H -1.322000 -3.448400 0.290300 0.1 -0.1 0.0
H -4.008300 -3.819100 -0.219900 -0.1 -0.2 0.0
H -4.961100 -1.490100 -0.377500 0.2 0.0 0.0
S 0.147200 0.470400 2.122400 0.5 2.4 0.5
C 0.556900 2.101700 2.592500 -0.6 -3.7 1.5
N 0.792600 2.313500 3.921200 -0.2 0.4 -1.0
C 1.374500 3.569300 4.313500 0.1 0.8 -0.1
C 0.700500 4.691900 3.523900 0.0 -0.1 0.8
N 0.829600 4.433800 2.111300 0.0 -1.5 -0.1
C 1.289600 5.513500 1.264100 -0.1 0.2 -0.4
C 2.759500 5.775900 1.457100 0.0 0.1 0.1
C 3.214100 6.972800 1.990700 -0.1 0.0 0.0
C 4.566300 7.171100 2.210900 0.1 0.0 0.0
C 5.470400 6.167900 1.909200 0.1 0.1 0.0
C 5.025900 4.984300 1.340800 0.1 -0.1 0.0
C 3.677400 4.790300 1.112200 0.0 -0.1 0.0
C 0.714200 3.140400 1.666000 0.4 2.7 -3.1
S 0.787100 2.825400 -0.020200 0.0 -0.3 1.2
C 0.467100 1.361500 4.958800 -0.1 -0.4 0.2
C -0.602900 1.886600 5.876900 0.0 0.1 0.1
C -0.305800 2.259900 7.179900 0.0 -0.1 0.0
C -1.300200 2.711000 8.030000 -0.1 0.0 0.1
C -2.607000 2.794100 7.583200 0.0 0.1 0.1
C -2.907200 2.448100 6.274700 -0.1 0.0 -0.1
C -1.912300 1.998100 5.426600 0.0 0.0 0.0
H 2.454600 3.577000 4.101000 -0.1 0.0 0.1
H 1.219900 3.710100 5.383800 0.0 0.0 -0.1
H 1.168000 5.650500 3.759000 0.0 -0.1 -0.1
H -0.364000 4.742800 3.797600 0.2 0.0 0.0
H 0.702700 6.406500 1.498700 0.0 0.0 -0.1
H 1.097900 5.210100 0.232900 -0.1 0.2 0.1
H 2.507800 7.756400 2.225900 -0.1 0.1 0.1
H 4.915000 8.109600 2.616100 0.0 0.1 0.1
H 6.522100 6.310200 2.110000 0.1 0.0 0.0
H 5.735300 4.216100 1.067200 0.0 -0.1 0.0
H 3.318300 3.880000 0.656000 0.0 -0.2 0.0
H 1.369500 1.136100 5.536900 0.0 -0.1 -0.1
H 0.111000 0.453500 4.467800 0.2 -0.1 0.2
H 0.709900 2.181100 7.541000 0.1 0.0 0.0
H -1.053100 2.992800 9.043200 0.0 0.0 0.1
H -3.388200 3.127600 8.251300 0.0 0.0 0.0
H -3.925100 2.519600 5.920500 -0.1 0.0 0.0
H -2.142500 1.710400 4.411900 -0.1 -0.1 -0.2
O -2.122000 -0.622600 -2.584200 -0.1 -0.1 -0.2
C -0.954800 -1.001900 -2.574400 -0.4 -0.5 -0.3
O -0.008300 -0.451700 -1.917400 0.9 0.0 -0.4
C -0.540200 -2.217500 -3.411700 0.0 0.3 0.2
C -1.046000 -2.082100 -4.837800 0.1 0.4 -0.3
Ge -0.313100 -0.456700 -5.764800 -0.1 -0.4 -0.2
C 1.526500 -0.105500 -5.102100 -0.7 0.0 -0.2
C 1.918300 1.125800 -4.595500 -0.1 0.1 0.0
C 3.214000 1.329500 -4.152500 0.1 0.1 0.1
C 4.139100 0.302700 -4.217100 0.1 0.1 0.0
C 3.762000 -0.931000 -4.721200 0.1 -0.1 0.0
C 2.464900 -1.129600 -5.158000 -0.2 -0.1 -0.1
C -0.164300 -0.931200 -7.697100 0.0 0.2 0.7
C -0.716700 -2.093800 -8.218500 -0.1 -0.1 0.2
C -0.581800 -2.413300 -9.558600 -0.1 -0.1 -0.1
C 0.102500 -1.561300 -10.406000 0.0 0.0 -0.1
C 0.646400 -0.390100 -9.906500 0.1 0.1 -0.1
C 0.516300 -0.084400 -8.563700 0.1 0.1 0.1
C -1.412300 1.190200 -5.637800 0.5 -0.6 -0.1
C -1.511600 1.922900 -4.461300 0.1 0.0 0.1
C -2.258700 3.087300 -4.421500 0.0 0.0 0.1
C -2.915700 3.533700 -5.555000 -0.1 0.1 0.0
C -2.826600 2.809800 -6.731100 -0.1 0.1 -0.1
C -2.079800 1.646400 -6.768100 0.1 -0.2 -0.1
H -0.973400 -3.104100 -2.936200 0.0 0.1 0.0
H 0.546800 -2.318900 -3.384900 -0.1 0.0 0.0
H -2.133800 -2.014100 -4.825700 0.0 0.1 -0.1
H -0.773900 -2.974900 -5.405400 0.0 0.1 -0.1
H 1.204300 1.936400 -4.551300 0.0 0.1 0.0
H 3.503700 2.293400 -3.759800 0.0 0.1 0.0
H 5.154000 0.466400 -3.882700 0.1 0.0 0.0
H 4.482200 -1.735500 -4.780700 0.1 -0.1 0.0
H 2.174800 -2.092000 -5.562100 0.1 -0.1 0.0
H -1.265100 -2.762100 -7.568900 0.0 -0.1 0.0
H -1.011200 -3.328900 -9.941700 0.0 0.0 0.0
H 0.210900 -1.808900 -11.452400 0.0 0.0 -0.1
H 1.173400 0.283900 -10.567000 0.1 0.0 0.0
H 0.947700 0.828800 -8.174500 0.1 0.1 0.0
H -1.016000 1.582000 -3.563200 0.0 0.0 0.1
H -2.323400 3.649300 -3.500400 0.0 0.0 0.1
H -3.496300 4.445000 -5.523800 0.0 0.1 0.0
H -3.335400 3.153700 -7.620900 0.0 0.0 -0.1
H -2.010300 1.081300 -7.689200 0.0 0.0 -0.1
N 2.874900 -0.632700 -1.141100 0.3 -0.1 -0.1
C 4.210000 -0.646300 -1.020800 -0.1 0.0 0.1
C 4.521200 0.174400 0.038700 0.1 0.0 0.0
C 3.290800 0.640600 0.504600 -0.1 -0.1 -0.3
N 2.305600 0.143400 -0.226200 -1.2 0.0 -0.2
H 2.288900 -1.115000 -1.807800 -0.2 0.1 0.0
H 4.832100 -1.219500 -1.676800 0.1 -0.1 -0.2
H 5.491600 0.414500 0.423500 0.2 0.0 0.0
H 3.093800 1.303300 1.324600 -0.1 0.1 0.1
C 3.429700 -0.288900 3.853400 0.0 -0.4 -0.1
C 2.759900 -1.645400 3.715200 0.0 0.1 0.7
O 2.415700 -1.840300 2.365400 -0.6 -0.1 -0.5
P 1.027000 -2.532800 1.868100 0.7 -1.0 1.1
O 0.842200 -2.115500 0.460300 -0.6 1.1 -1.1
Te -0.739400 -2.304600 3.454100 -0.2 -0.7 0.4
O 1.440100 -4.102900 1.780800 -0.3 0.6 -0.4
C 1.711600 -4.827100 2.961900 0.0 -0.3 0.7
C 1.316700 -6.280800 2.777000 0.1 0.5 -0.1
H 3.812300 -0.153100 4.860500 0.0 0.1 0.2
H 2.716200 0.492700 3.615800 -0.1 0.2 0.0
H 4.251900 -0.221400 3.147500 0.2 0.1 0.0
H 1.851700 -1.697600 4.339500 0.3 0.0 -0.1
H 3.440100 -2.447500 4.029700 -0.1 0.1 0.0
H 1.130600 -4.401200 3.798300 0.2 -0.1 -0.2
H 2.779800 -4.746000 3.200200 -0.1 0.0 0.0
H 0.271100 -6.329500 2.486500 -0.1 -0.1 0.0
H 1.460600 -6.807700 3.716200 0.0 -0.2 0.1
H 1.919800 -6.742700 2.000900 0.1 -0.1 -0.1
```
Forces are in eV/Å.

Calculated values
Energy (Ha): -7463.73506
HOMO energy (alpha / beta) (eV): -6.3 / -6.3
2S+1: 2
E_LUMO (alpha / beta) (eV): -1.3 / -1.5
Frontier orbital gap (alpha / beta) (eV): 5.00 / 4.76
Charge: 0
<S²>: 1.04

***

(2)
13 unconnected molecules or ions with the total composition C26H78O13S4 at a distorted geometry, computed with ωB97M-V/def2-TZVPD.

The geometry in XYZ format:
```
121
Properties=species:S:1:pos:R:3:forces:R:3
C 1.965207 -3.152959 1.619174 -2.9 -2.1 2.4
C 2.236207 -3.842959 2.990174 4.4 2.9 0.4
O 3.446207 -4.664959 2.952174 -0.8 1.0 -0.7
H 2.624207 -2.432959 1.334174 2.6 1.4 -1.1
H 1.154207 -2.507959 1.933174 -1.0 0.2 -0.5
H 1.589207 -3.870959 0.813174 1.0 1.0 1.3
H 1.489207 -4.473959 3.223174 -3.1 -2.0 0.5
H 2.436207 -3.239959 4.045174 -1.0 -0.3 -3.0
H 3.051207 -5.327959 3.480174 0.8 -2.0 0.9
C -3.418793 4.091041 -0.261826 1.9 -3.9 -1.0
C -3.914793 5.246041 0.521174 0.2 3.4 2.1
O -5.082793 5.833041 -0.138826 -0.8 -0.8 1.7
H -2.349793 3.611041 0.203174 -3.0 1.5 -1.4
H -3.218793 4.478041 -1.307826 0.0 -0.5 1.2
H -4.143793 3.095041 -0.479826 1.5 2.9 1.1
H -3.056793 6.127041 0.623174 -2.0 -2.4 -0.7
H -4.221793 5.167041 1.628174 0.8 -0.8 -1.6
H -5.838793 5.624041 0.491174 1.3 0.5 -1.5
C -0.743793 1.000041 -5.973826 1.6 -4.4 6.3
C -0.584793 1.412041 -4.457826 4.0 2.1 -0.7
O -1.715793 2.146041 -4.129826 -1.4 -0.3 0.0
H -0.944793 1.663041 -6.616826 -3.3 6.2 -3.8
H -1.447793 0.193041 -5.913826 0.0 0.6 -0.7
H 0.104207 0.775041 -6.561826 2.0 -1.8 0.5
H 0.371207 2.175041 -4.282826 -2.0 -1.9 -0.8
H -0.348793 0.624041 -3.685826 -0.5 0.1 -1.2
H -1.429793 2.866041 -3.595826 0.0 0.8 0.7
C -2.225793 0.365041 4.325174 -4.3 3.2 -0.9
C -2.693793 0.321041 2.904174 -6.9 0.5 4.3
O -3.910793 -0.529959 2.925174 1.8 2.4 1.3
H -1.789793 -0.448959 4.665174 2.5 -4.0 0.9
H -3.052793 0.500041 5.071174 0.5 0.5 -0.9
H -1.629793 1.186041 4.241174 2.0 1.9 1.2
H -2.005793 -0.017959 2.366174 6.0 -4.5 -4.2
H -2.788793 1.182041 2.243174 -1.1 1.4 1.1
H -3.838793 -0.867959 2.061174 -0.8 -1.5 -1.6
C -1.012793 3.585041 4.016174 -0.9 0.4 2.0
C -0.828793 3.661041 2.542174 -3.6 -1.5 1.0
O -0.941793 4.954041 2.136174 -7.3 -3.8 -5.4
H -0.318793 4.257041 4.641174 -0.9 -0.8 -1.1
H -0.788793 2.550041 4.256174 0.0 0.3 0.6
H -2.104793 3.811041 4.292174 1.6 -0.3 -0.2
H -1.668793 2.941041 2.081174 1.7 2.0 0.6
H 0.058207 3.207041 2.337174 2.8 -1.1 -1.2
H -0.342793 5.446041 2.460174 6.9 5.5 3.8
C -0.991793 0.644041 -0.287826 2.5 -3.0 -2.0
C 0.440207 0.232041 0.034174 3.2 -2.2 -3.1
O 0.967207 0.644041 1.286174 -3.8 0.1 -0.2
H -1.546793 0.324041 0.500174 -2.2 -0.9 2.0
H -1.306793 0.208041 -1.276826 0.4 0.1 1.2
H -1.042793 1.629041 -0.410826 -0.4 4.3 -0.2
H 1.178207 0.542041 -0.842826 -1.4 0.2 1.6
H 0.574207 -0.920959 -0.213826 -0.5 2.3 1.8
H 1.898207 0.640041 1.353174 1.8 0.2 -1.0
C 4.985207 -1.409959 -0.138826 -3.5 5.2 -7.7
C 4.753207 -2.706959 -0.793826 3.3 1.1 -3.0
O 5.958207 -3.489959 -0.895826 -0.2 -0.1 3.3
H 5.741207 -0.697959 -0.675826 -1.3 -1.4 0.8
H 5.193207 -1.399959 0.792174 1.6 -0.5 6.5
H 3.875207 -0.713959 -0.206826 3.1 -2.0 0.2
H 4.446207 -2.695959 -1.860826 -1.0 0.6 1.0
H 4.221207 -3.256959 -0.182826 -3.7 -2.7 2.5
H 6.106207 -3.392959 -1.776826 1.7 -0.1 -3.7
C 2.074207 -1.422959 -3.684826 -3.4 -1.0 -3.3
C 0.918207 -2.114959 -2.982826 -1.0 -1.4 -1.2
O 0.247207 -1.381959 -2.057826 3.1 7.2 -3.0
H 2.642207 -0.790959 -3.197826 2.3 3.4 3.7
H 1.679207 -0.744959 -4.523826 0.5 -1.3 0.8
H 2.840207 -2.071959 -4.037826 0.0 -1.1 -0.9
H 1.174207 -2.958959 -2.325826 0.8 -0.9 -1.5
H 0.052207 -2.294959 -3.705826 1.8 -1.1 0.0
H -0.203793 -1.919959 -1.556826 -4.2 -4.3 4.2
C -0.886793 -4.692959 -0.669826 1.4 5.1 0.7
C -2.170793 -3.737959 -0.630826 -0.2 -5.3 0.3
O -1.753793 -2.414959 -0.545826 -0.4 -0.7 -0.6
H -0.427793 -4.654959 -1.652826 -0.3 -0.3 -0.4
H -1.114793 -5.638959 -0.373826 -0.5 -2.7 0.8
H -0.041793 -4.207959 -0.024826 -1.7 -1.1 -0.6
H -2.884793 -4.096959 0.335174 1.9 1.2 -2.6
H -2.665793 -4.205959 -1.616826 0.2 2.2 1.8
H -2.410793 -2.099959 0.066174 -0.6 1.3 0.6
C -1.694793 -1.853959 -6.468826 1.6 1.6 -2.8
S -3.135793 -2.158959 -5.523826 -0.2 -2.9 1.1
O -2.702793 -3.324959 -4.573826 -0.8 2.7 -1.2
C -3.339793 -0.570959 -4.695826 0.5 0.4 2.7
H -0.887793 -1.476959 -5.825826 -0.1 -0.7 -0.1
H -1.818793 -1.020959 -7.266826 -0.4 -1.1 1.5
H -1.320793 -2.644959 -7.167826 -0.7 -0.2 1.4
H -4.253793 -0.664959 -4.041826 1.1 -0.6 -0.2
H -3.826793 0.116041 -5.417826 1.4 0.1 0.0
H -2.400793 -0.236959 -3.951826 -2.6 -0.6 -2.4
C -5.269793 -2.403959 -1.505826 -0.1 1.2 -1.1
S -5.258793 -1.286959 -0.033826 -0.2 -1.6 -0.9
O -4.067793 -1.707959 0.750174 0.5 -1.4 0.4
C -4.565793 0.065041 -0.818826 2.1 0.9 -3.5
H -4.433793 -2.261959 -2.225826 -0.1 0.1 0.9
H -6.176793 -2.298959 -2.093826 -0.4 0.7 0.1
H -5.333793 -3.421959 -1.246826 0.4 -1.2 1.0
H -3.424793 -0.294959 -1.171826 -3.2 1.0 0.7
H -4.407793 0.882041 -0.122826 -0.3 0.1 0.1
H -5.248793 0.358041 -1.701826 1.3 -0.1 1.2
C 2.804207 1.253041 4.668174 1.1 -0.9 1.8
S 2.919207 0.170041 3.202174 0.4 0.7 0.7
O 3.429207 1.051041 2.054174 -0.4 -2.3 1.1
C 4.307207 -0.862959 3.698174 0.0 2.5 5.8
H 1.965207 1.920041 4.670174 -0.7 -0.1 -0.1
H 3.664207 1.870041 4.803174 0.9 0.7 -0.8
H 2.952207 0.751041 5.661174 -1.1 -0.5 -1.0
H 4.098207 -1.385959 4.778174 0.3 1.2 -2.8
H 5.238207 -0.245959 3.832174 -0.9 -0.8 -0.5
H 4.302207 -1.524959 2.954174 0.7 -3.0 -2.8
C 3.550207 3.528041 2.730174 0.6 0.5 -0.7
S 4.908207 3.153041 1.520174 -2.0 -0.3 -0.8
O 5.461207 4.392041 0.900174 -0.2 0.0 1.0
C 6.023207 2.601041 2.740174 4.3 -2.0 -1.0
H 4.069207 3.948041 3.530174 0.9 0.8 1.7
H 2.997207 2.676041 3.095174 0.1 0.7 -0.9
H 2.971207 4.335041 2.362174 -0.9 0.5 -0.8
H 6.471207 3.332041 3.441174 -0.4 -0.1 -0.7
H 6.853207 2.175041 1.979174 -1.0 1.5 1.7
H 5.948207 1.634041 3.254174 -1.3 0.4 0.0
```
Forces are in eV/Å.

Calculated values
Energy (Ha): -3607.43611
HOMO energy (eV): -8.4
ΔE to the lowest compared entry with this formula, charge and spin (kJ/mol): 259.5
E_LUMO (eV): 0.2
Frontier orbital gap (eV): 8.56
Charge: 0

***

Q: What is the formula in the second record?
A: C26H78O13S4